(1)
Density functional theory data (ωB97M-V/def2-TZVPD) for C45H51AsN3OPPd as an isolated structure.

Summary:
E_HOMO: -0.666 eV
strongest force on any atom: 0.01234 hartree/bohr
energy above the lowest of the compared OMol25 structures with the same formula, charge and spin: 1.044 eV
LUMO: 4.027 eV
electronic energy: -127616.124 eV
orbital gap: 4.69 eV

```
! RIJCOSX wB97M-V def2-TZVPD def2/J DEFGRID3
* xyz -2 1
C 1.42992 -0.72580 -3.78095
H 1.14413 5.19386 7.22766
H -3.90208 -3.23213 -1.07969
H -2.19471 -5.08923 -1.22001
H 0.24081 1.36927 -0.85761
C 2.13177 -0.79360 -6.15157
H 3.42590 0.51864 1.88855
C 3.49511 -2.01748 -1.21759
C -4.34860 -2.91478 2.96611
C 1.04814 3.04658 7.18329
C -3.31409 -3.29536 2.11882
N -0.81439 0.23998 -3.30091
H -3.05108 -4.34182 2.01210
H -0.40718 5.48291 5.33938
C 5.07862 0.22674 -1.75667
C 4.76744 -1.87117 -0.66887
H -0.14287 2.21488 -3.28655
H -3.51785 2.06607 1.31072
H 0.82687 2.87225 2.51505
C -3.98873 -0.63080 2.30244
H -0.37319 7.02738 0.11400
H -0.50113 -1.04727 2.62838
C 1.48540 -0.29374 2.40815
H -0.58712 -5.11423 -3.05844
C -4.69057 -1.57150 3.04720
H 1.83620 -0.76892 3.31800
H -2.76482 -0.17790 -2.70466
C 5.56843 -0.76149 -0.90398
H 6.55060 -0.68031 -0.45359
As -1.95266 3.67892 3.54308
C 2.04499 -3.84175 -1.98055
C -0.97060 5.60355 1.60937
C 2.96183 -0.99300 -2.04301
C 0.50484 1.94205 6.55122
C 1.94119 1.00281 0.43099
H 5.67465 1.10686 -1.97784
C -0.64511 4.43991 2.29613
H -1.91256 6.10134 1.81123
C -0.71142 3.37828 5.03551
H 1.73686 2.91678 8.00957
C -2.61601 -2.35569 1.36773
C -3.56290 -3.67312 -2.02028
H 2.58581 -2.65894 1.11599
C 0.93056 -0.22913 -6.57672
H -1.85981 -1.57480 -3.26408
H -5.50224 -1.24995 3.69050
N 1.66079 -0.99738 -2.47971
C 0.20716 -0.15239 -4.24282
H -1.41928 -3.77470 -3.85166
C -1.56304 -4.64355 -3.20058
H -0.86270 1.58894 2.77702
H -1.86948 -2.70200 0.64507
H 3.30883 -1.48290 -4.51166
C 0.59730 0.86803 0.03495
H 1.03453 -3.44690 -2.10644
H -1.66965 1.92080 -2.42190
C 1.97661 -3.07931 0.31458
C 1.08759 5.47607 0.37327
Pd -0.33669 -1.20526 -0.88709
H 3.43116 0.88566 -2.95484
C -0.10485 6.12529 0.65116
H 2.33098 3.77553 0.81828
C 2.36993 -1.03244 -4.81231
H -0.95477 0.51709 -5.88848
H 2.63784 1.51761 -0.21960
H -0.76158 1.22784 4.98032
C -0.16117 4.48290 5.68119
O -1.31274 -3.22462 -1.28357
C 2.38307 0.43547 1.60498
C -2.04742 -0.52059 -3.45294
C 0.55946 3.79668 2.01338
C 0.71611 4.32321 6.74506
C -2.11367 -4.16681 -1.84859
H 2.60129 -3.71605 -2.91190
H -4.28390 0.40707 2.38639
H 1.96128 -4.91603 -1.77207
H -3.61461 -2.89775 -2.79220
H 5.12014 -2.68685 -0.04519
C -2.45182 1.82725 1.36817
H -2.48734 -0.39199 -4.45783
N 2.79524 -3.22189 -0.88905
H 1.60136 -4.05871 0.62457
H 1.75409 5.86653 -0.38635
H 1.10439 -2.42073 0.15456
C -0.00732 0.07370 -5.59522
H 0.76962 0.94281 6.87473
C -2.93339 -0.99578 1.45880
H -2.43032 1.19267 3.45921
H -2.23022 -5.35788 -3.70348
H -1.65267 1.99169 -4.19922
H -1.94571 2.58477 0.75908
C 3.82030 0.10079 -2.31412
H -4.24776 -4.48591 -2.30106
C -0.37120 2.10485 5.47913
P -2.08990 0.24535 0.37016
C 0.17347 -0.44956 2.02253
C -0.31408 0.12911 0.82181
C 1.41908 4.30945 1.05283
H 2.89290 -1.06334 -6.87811
H -4.88873 -3.65441 3.54660
C -1.91176 1.87823 2.78621
C -1.08374 1.66226 -3.31014
H 0.72866 -0.03708 -7.62353
*
```

---

(2)
Density functional theory data (ωB97M-V/def2-TZVPD) for C45H53AsBClF6N6PS3Y as an isolated structure.

Summary:
E_HOMO (alpha / beta): -15.406 / -15.405 eV
strongest force on any atom: 0.03591 hartree/bohr
energy above the lowest of the compared OMol25 structures with the same formula, charge and spin: 0.808 eV
LUMO (alpha / beta): -8.385 / -11.617 eV
electronic energy: -189630.556 eV
expectation value of S²: 0.758
orbital gap (alpha / beta): 7.02 / 3.79 eV

```
! RIJCOSX wB97M-V def2-TZVPD def2/J DEFGRID3
* xyz 3 2
C -0.82355 0.55759 7.02554
H 3.07827 -5.16039 6.80705
H -1.61986 -5.95324 2.91345
H 1.73555 -1.70523 6.83439
H 4.89329 -0.45324 0.19290
H 5.90542 0.85165 0.83726
N 1.02274 -2.28047 4.37855
C 4.88348 0.52582 0.66948
C 2.48821 -4.94587 5.92147
H -2.49059 -4.57869 2.20803
H 5.84742 0.86317 7.05098
H -0.01982 -5.03839 7.05121
C -2.00102 2.21123 4.17949
C 0.52613 -4.13064 7.29383
C 2.81961 -0.01711 2.02264
C -0.04214 -4.37996 4.30993
S -1.11310 -2.32933 1.10570
H 2.42206 2.22413 6.31077
H -1.05671 4.22356 1.74476
H -0.18919 -3.32369 7.43916
H -4.04217 1.49496 6.13434
C 0.16906 -3.46251 -4.46534
N 0.44258 -1.94592 3.23796
C 2.96503 1.78071 -4.66863
C -1.64451 0.98723 4.78020
C -0.38115 -1.11030 -4.27849
H 3.73880 3.77326 -4.57749
C 2.37820 -2.56164 6.65066
H 2.92143 -2.79472 7.56128
H 3.58037 1.92749 7.60018
H -0.14244 3.21363 -2.86524
F -3.12036 -1.13454 -0.89737
H -2.65925 2.89017 4.69752
C -3.15642 1.44729 6.76399
C -4.54152 2.00256 -5.13311
C -1.50739 -5.01775 2.37585
H 4.21098 3.52811 4.99370
H 6.21608 0.39026 5.39808
H -1.23818 2.76254 -5.10792
H -1.06723 0.19576 8.01925
N -0.32284 0.44504 2.97556
C -1.51563 2.51188 2.92829
C 0.81710 -3.43827 4.93445
H -3.31707 -0.49008 -3.19922
H -2.77855 2.45069 6.94326
F -5.22052 0.23344 -1.35952
C -2.15756 2.24311 -4.87849
C 0.17108 -3.34479 -5.84726
S 1.65663 -0.73552 0.93134
H -0.12368 -2.04560 -7.52379
As -4.13350 0.25851 -0.06711
F -2.70408 0.24194 1.16109
C 4.33064 1.45722 5.63930
C 1.90640 0.94496 -4.36267
H 4.40326 1.22094 -0.02069
Cl -0.17732 -2.50749 -1.96379
C -0.11961 -2.34950 -3.69639
C -0.11823 -2.12804 -6.44839
C -3.33867 0.41665 -3.80120
H 2.74755 0.57236 6.84180
N 2.58653 0.45729 4.30062
N 2.14762 -0.01304 3.17701
C -4.52939 0.86284 -4.33564
H -1.07098 -5.21574 1.39638
H 1.95084 -0.10296 -4.62457
S 0.01704 1.91213 0.74634
H 0.39377 -4.21259 -6.44880
H -0.60463 -0.06399 -6.13665
H 5.62113 1.32537 3.20095
H -2.60851 3.46868 1.40163
C 1.78609 3.64839 -3.70396
P -0.64410 0.41947 -3.32029
F -2.92262 1.36636 -1.01510
C 4.61452 0.93958 3.15635
F -4.74531 1.65653 0.67374
H 3.17036 -4.70020 5.10934
H -3.52171 -0.90289 5.40875
H 5.82543 2.82341 4.81403
H -0.42894 1.56661 7.11828
N -0.83812 0.16454 4.15722
H -0.19250 -5.34531 4.76691
C -2.63007 -0.88573 6.03217
C 2.90724 3.12860 -4.34158
F -4.90778 -0.87587 0.91624
H 5.00089 -0.49977 6.32215
H 3.09293 -2.30219 5.87429
C 1.54535 -3.76835 6.20863
H 5.22548 3.25279 6.40658
C 0.72696 2.82014 -3.37968
H -2.41750 4.43048 2.86836
C 5.41755 0.48515 6.12892
C -2.08952 0.54523 6.15022
H 0.39019 -4.40382 -3.98763
C -2.14855 1.11000 -4.06344
C 3.19550 1.54494 6.66026
H -3.36940 3.53778 -6.06027
H 1.03978 -4.30641 8.23455
H -0.06154 -0.07979 6.58262
H -5.44505 0.33706 -4.12093
H 1.94436 -5.85003 5.66114
C -0.63755 1.57516 2.30949
H -5.47345 2.36272 -5.53340
H -2.88761 -1.26336 7.01789
C 3.81830 0.93471 4.32689
C -0.64485 -4.07153 3.12133
C 0.77391 1.46783 -3.73674
Y -1.04765 -0.14642 -0.67242
C -1.91535 3.73711 2.20365
B 0.79672 -0.57730 2.69484
C -3.35844 2.67329 -5.41683
H 1.74090 4.69779 -3.46086
C 4.12677 0.47950 1.94399
H 3.83272 1.38001 -5.17009
H -3.45340 1.03547 7.72529
C -0.39076 -2.77517 2.57212
C -0.39013 -1.01585 -5.67350
H -1.87789 -1.53235 5.58455
C 4.93798 2.85287 5.43920
*
```

---

(3)
Density functional theory data (ωB97M-V/def2-TZVPD) for C45H53N11O3Os as an isolated structure.

Summary:
E_HOMO (alpha / beta): -16.116 / -16.314 eV
strongest force on any atom: 0.01078 hartree/bohr
energy above the lowest of the compared OMol25 structures with the same formula, charge and spin: 3.213 eV
LUMO (alpha / beta): -9.474 / -11.757 eV
electronic energy: -72489.513 eV
expectation value of S²: 6.056
orbital gap (alpha / beta): 6.64 / 4.56 eV

```
! RIJCOSX wB97M-V def2-TZVPD def2/J DEFGRID3
* xyz 4 5
H 0.29420 1.61169 6.71638
C 3.79051 -0.30763 -1.02294
N 1.16909 1.90990 4.80977
H -6.83679 -3.85028 -0.42203
C -4.09365 -4.16121 -0.63334
C -2.23262 3.36522 0.88587
H 2.15407 0.24957 3.91320
C -1.42454 1.69995 -2.38793
H -8.60210 -9.95560 0.45718
H -8.45633 -5.66444 -0.07571
C -3.17134 -2.21145 -1.13066
H 4.76262 -3.16901 -1.52645
C 2.18434 -2.07246 -0.30029
H 0.52404 -0.83695 5.31781
H 6.60935 2.94550 1.29393
H -1.52904 6.06979 0.94913
C -0.92183 0.76689 5.11341
H 2.25629 -4.29912 -0.30438
C -5.55497 -7.52984 -0.04293
H -0.32833 -0.87884 3.77493
H 5.75856 0.68632 -3.34774
C 4.32111 4.23216 -0.87677
C -6.48149 -4.86645 -0.31779
H -0.59214 2.25306 -2.81440
C 3.98554 -2.56456 -1.99051
C -2.29284 2.52052 -1.47514
H -1.91998 5.48789 -0.69152
C 5.24838 1.06320 -2.46124
H -1.54198 3.69909 1.65496
C 1.15620 0.68662 3.91855
C 4.12633 5.36456 -1.71387
H 1.12752 2.71078 4.15911
H -7.12887 -9.87510 -0.55646
H -0.69450 6.73720 -0.46309
C -2.83619 -0.84126 -1.31380
Os 1.04982 0.90327 -0.54643
H -1.55412 0.31516 5.87425
C -3.68695 0.32059 -0.96400
C -1.52487 -0.68488 -1.69163
N 0.86285 2.87889 -0.86817
H 0.92328 -0.47284 -2.68729
O -7.89049 -8.07728 0.18016
C 1.15500 5.30783 0.72425
H 2.02709 1.97513 5.35417
H 5.11200 0.97891 1.04595
C -7.39305 -5.85496 -0.12641
H -7.02105 -9.65365 1.23553
H -2.74382 2.47524 1.24874
C -4.66550 -6.52187 -0.23707
N -2.80774 -4.43328 -0.74179
C 2.04037 3.55983 -1.35234
C 1.90602 4.62443 -2.19841
H 1.72177 5.97664 0.07852
C 5.50964 4.11163 -0.10748
H -2.97820 4.14173 0.70589
C 6.16161 -0.90465 -1.28667
N -0.93570 0.62597 -1.48046
C 0.34233 -3.83788 -0.96426
H 2.35146 -1.98675 0.77740
H -1.33681 0.89705 -0.57172
C 4.84522 1.91878 0.57607
C 0.76487 -1.37558 -2.09869
N 3.37241 -1.61935 -1.03676
C 5.72627 3.01629 0.67410
H -2.01206 1.26281 -3.19386
C 3.72972 1.97783 -0.21127
N 4.98518 -0.08412 -1.58787
C -6.94839 -7.21496 0.01152
O 0.75595 0.22633 1.62736
H 5.88536 1.79912 -1.97166
H 0.83311 5.85734 1.60887
H 6.95294 -0.23460 -0.94693
H 0.93294 4.84635 -2.62201
N -4.35955 -2.82828 -0.84370
C -1.12652 5.83278 -0.03533
H -3.60610 -6.72724 -0.29365
H 2.85131 6.34382 -3.10974
C -0.63583 -1.74627 -1.90603
C -3.46509 1.65397 -0.97519
H 4.31651 1.52907 -2.76836
H 6.51528 -1.44344 -2.16526
H -5.26801 -2.39529 -0.84504
H 1.76569 4.46582 1.03024
C 0.09091 -0.21948 4.53073
C -0.83993 -2.99976 -1.37309
H 6.22967 4.91901 -0.14016
C -0.05405 1.86094 5.71694
C -2.20772 -3.25781 -1.07632
H 3.21512 -3.23024 -2.37112
N -0.06261 4.82888 0.06042
H -4.29790 2.24061 -0.60605
N 1.13020 -1.16092 -0.65946
H -4.66815 0.05221 -0.58700
H -0.50516 2.84888 5.73613
C 1.60108 -3.48138 -0.58314
C 3.32877 3.22042 -0.81266
N 3.04165 0.74722 -0.55812
C -5.10021 -5.17115 -0.38424
C -7.62201 -9.50987 0.34093
H 5.94023 -1.60624 -0.48691
H 0.34143 -1.45155 -0.08548
H 4.92087 6.09593 -1.78617
C -0.19975 3.60505 -0.42514
C 2.97855 5.51107 -2.43223
O 0.70491 2.37207 2.28751
H -5.21938 -8.55041 0.06311
H -1.57076 1.17262 4.33547
H 0.14442 -4.90255 -0.91902
H 4.40819 -2.01311 -2.82511
H -2.72451 3.37301 -2.00874
C 0.84085 1.16630 2.49074
N -1.46426 3.01179 -0.31793
H 1.35486 -2.17272 -2.53661
*
```

---

(4)
Density functional theory data (ωB97M-V/def2-TZVPD) for C45H54BaN8O5 as an isolated structure.

Summary:
E_HOMO: -7.349 eV
strongest force on any atom: 0.00869 hartree/bohr
energy above the lowest of the compared OMol25 structures with the same formula, charge and spin: 0.000 eV
LUMO: 0.177 eV
electronic energy: -70394.897 eV
orbital gap: 7.53 eV

```
! RIJCOSX wB97M-V def2-TZVPD def2/J DEFGRID3
* xyz 0 1
H 0.89408 4.91803 -1.65378
H -2.92459 3.33043 -0.20306
N -1.32969 -0.23805 3.01111
Ba 0.93631 1.08039 0.36775
H 0.31077 -1.76708 4.01821
H -1.16173 -4.37764 -1.81038
H -1.50328 0.29937 -3.78332
O 1.50273 3.66623 -0.17254
C 2.63969 -4.01945 0.17612
C -3.48333 0.69304 2.64083
H -6.18275 2.65406 1.95084
H 3.23398 -4.60139 0.87924
C -5.25902 -0.38621 -1.37844
C 1.70503 4.36172 -1.16157
H -5.96964 -0.97769 4.23271
H 2.12977 5.85072 -3.15029
H 2.83711 -3.38121 6.24382
H -2.28547 -1.11617 -4.46731
C -4.60707 -0.99267 -0.31496
H -5.35181 3.12309 -0.43831
H -2.13919 4.98386 -2.11885
C 0.73381 -1.10412 3.26060
C -4.74093 3.14837 -1.33894
H 3.40837 4.78285 -3.75813
C -2.56055 -0.97648 -1.56092
H 2.16799 -4.71841 -0.52132
H -3.73334 2.49142 1.55413
C 3.08289 0.16202 -2.60200
C -1.49147 -3.49577 -2.36317
H 5.34118 -4.00461 -0.06651
H -5.14610 -1.21377 0.59961
H 1.84517 -3.51471 0.72741
H -2.49252 -1.15120 3.78683
H -1.58969 -1.69807 0.91862
N -0.27998 1.79876 -2.23435
C 3.20169 -2.40786 6.57996
H -1.35843 -3.70949 -3.42542
H -2.54890 -3.32821 -2.17225
H 3.81653 6.13740 -2.69086
H 5.71079 -0.45894 -2.42970
C 4.07278 3.81806 -1.24055
H 2.02387 0.24319 -2.36399
H -2.43722 -3.14039 0.36978
H -5.17661 2.47379 -2.08188
N 2.52032 -0.25153 1.96280
H -5.08021 0.31535 -3.39864
O -4.76828 4.48281 -1.83209
H 1.58198 -1.22071 5.80501
H -4.45450 3.90412 -3.79014
C 3.71428 -1.00856 -1.89943
C -2.57420 4.24697 -2.80560
N -2.49937 2.90369 -2.22152
H 2.87916 -2.26737 7.61170
C -4.12044 -0.27881 3.43758
C -4.56528 -0.12176 -2.54910
H 3.06400 -0.32831 6.03369
N 1.51789 -1.78040 -1.18345
O 3.72690 0.93562 0.51435
O -3.46380 -1.30219 4.00246
C 1.35658 -3.35781 -3.07394
C 2.78481 -2.53490 3.23994
H 4.64473 -2.87171 4.30070
N -0.00501 -0.27902 2.63509
H 4.75108 4.52780 -0.76282
H 4.59194 3.35007 -2.07860
H -4.13425 5.60846 -3.38621
C -3.32814 2.71633 -1.01431
H -3.16912 -2.10899 1.59800
H 3.15042 0.05254 -3.68759
C -5.61239 1.82407 2.34815
C -2.03483 0.61844 2.27766
C 2.66613 -1.28823 5.69375
H -6.30854 -0.13250 -1.29586
O -1.59016 1.32223 1.32837
C 3.00070 -1.46438 4.24322
H 2.30014 -3.49648 3.31837
H 6.75424 -2.38538 -1.29023
C 5.17906 -1.50442 2.73273
H 3.79074 3.04945 -0.52373
C -5.50243 -0.20519 3.63557
C 0.81840 -2.43812 -2.01013
C -4.03670 4.58233 -3.03395
H -7.30749 0.87279 3.26980
H 5.81695 -0.19610 1.23635
H 3.58579 1.08732 -2.31601
C 4.97732 -0.56991 1.80947
C 5.67871 -2.26311 -1.27495
C -1.31592 2.31337 -2.22001
H 1.05640 -4.38969 -2.88384
N -1.15847 -1.17574 -1.60416
H 6.19984 -1.85011 2.87305
C 4.88491 -3.17269 -0.59051
H 4.29211 -2.43561 6.57279
C 2.93476 -1.94059 -1.22229
C -2.47197 -0.16974 -3.95081
H -3.28010 1.67134 -0.70913
N 2.89502 4.51206 -1.74480
C -3.20816 -0.40510 -2.66029
C 5.09364 -1.18673 -1.91548
C 4.18444 -2.15229 3.62789
C -3.25983 -1.32300 -0.39984
C 3.68224 0.04753 1.43508
C -0.68028 -2.29178 -1.95721
H 0.94048 -3.07499 -4.04347
H -2.02028 4.25704 -3.74404
C -2.57508 -2.10130 0.68660
C -4.25064 1.73577 2.12848
C 3.50677 -3.02662 -0.54847
H -3.06204 0.45798 -4.61898
H 2.44154 -3.31311 -3.12273
C -6.23916 0.83108 3.09632
C 3.07203 5.36697 -2.89946
C 2.19943 -1.16580 2.99406
*
```